i.
DFT (ωB97M-V/def2-TZVPD) results for C4H5FO2 in the gas phase.

Results
Highest occupied orbital energy in eV: -10.6
Frontier orbital gap in eV: 11.354
SMILES: C[C@@H]1OC(=O)[C@H]1F

Geometry (Å):
H: -0.03 0.13 1.75
C: -0.28 0.82 -0.41
H: 0.24 1.72 -0.74
F: -0.23 0.22 -2.98
H: 0.00 -1.09 0.33
H: 1.42 0.14 0.52
H: -0.83 -1.15 -1.56
C: -0.83 -0.05 -1.77
O: -1.75 1.14 -0.27
O: -3.08 0.88 -2.13
C: 0.32 -0.05 0.64
C: -2.09 0.72 -1.48

=====

ii.
DFT (ωB97M-V/def2-TZVPD) results for C4H5FO2 as an isolated structure.

Results
Highest occupied orbital energy in eV: -9.6
Frontier orbital gap in eV: 10.022

Geometry (Å):
C: 2.24 -0.08 -0.20
H: -0.97 2.08 -0.25
F: 3.43 -0.54 0.25
H: 2.15 1.12 -0.31
H: 0.96 -2.03 -0.44
O: 0.11 0.12 -0.65
H: -0.68 0.82 1.35
H: -3.29 0.16 0.20
C: -0.96 0.77 0.14
O: -1.95 -1.46 -0.02
C: 1.11 -0.76 -0.17
C: -2.16 -0.21 0.11

=====

It is ii that is the least stable of them.

=====

i.
DFT (ωB97M-V/def2-TZVPD) results for C4H7N2OP in the gas phase.

Results
Highest occupied orbital energy (alpha / beta) in eV: -7.7 / -7.7
Frontier orbital gap (alpha / beta) in eV: 6.676 / 6.677
SMILES: NP(N)#C/C=C\C=O

Geometry (Å):
H: 3.16 0.15 -1.49
O: -1.60 1.55 0.28
N: 2.25 0.82 1.01
H: -1.06 -2.27 -0.01
H: 1.69 1.53 1.34
P: 1.72 -0.36 0.02
H: 2.87 0.43 1.76
C: 0.08 -0.58 -0.02
N: 2.15 0.30 -1.48
H: -3.28 -1.41 -0.02
C: -1.11 -1.22 0.08
C: -2.42 -0.72 0.11
H: 1.65 -0.15 -2.32
C: -2.52 0.73 0.20
H: -3.57 1.19 0.52

=====

ii.
DFT (ωB97M-V/def2-TZVPD) results for C4H7N2OP in the gas phase.

Results
Highest occupied orbital energy (alpha / beta) in eV: -8.8 / -8.1
Frontier orbital gap (alpha / beta) in eV: 7.932 / 7.366

Geometry (Å):
O: 1.43 2.63 -0.65
C: -0.24 -0.86 -1.56
H: 0.04 -2.66 -0.56
H: 0.42 -0.39 -2.21
H: -0.86 -1.53 -2.21
N: -0.95 1.20 -0.28
H: 0.00 2.23 2.31
N: 0.09 2.69 1.47
P: 0.59 1.79 0.22
C: 0.94 -1.11 0.67
H: -2.18 -0.20 -0.75
C: -1.17 0.10 -0.86
C: 0.35 -1.62 -0.34
H: 0.98 -1.62 1.63
H: 0.57 3.62 1.73

=====

It is ii that is the least stable of them.

=====

i.
DFT (ωB97M-V/def2-TZVPD) results for C6H7ClN2OS as an isolated structure.

Results
Highest occupied orbital energy in eV: -8.6
Frontier orbital gap in eV: 8.144

Geometry (Å):
H: 2.27 -1.47 -1.46
N: 3.64 0.79 1.00
C: 1.43 -0.02 -0.07
C: 1.66 -1.49 -0.56
C: -2.46 1.45 -0.10
C: -0.85 -0.45 0.41
Cl: -1.88 -1.13 1.60
H: -3.08 1.06 0.70
N: 0.35 0.03 0.89
C: 2.66 0.47 0.51
H: -3.07 1.84 -0.91
H: 2.18 -2.07 0.21
H: 1.15 0.59 -0.94
S: 0.07 -2.25 -0.91
H: 0.61 -0.34 1.80
C: -1.53 0.41 -0.65
O: -1.27 0.31 -1.82
H: -1.85 2.27 0.30

=====

ii.
DFT (ωB97M-V/def2-TZVPD) results for C6H7ClN2OS in the gas phase.

Results
Highest occupied orbital energy in eV: -8.2
Frontier orbital gap in eV: 8.721
SMILES: N/C(Cl)=C/SC/C=C\N=C=O

Geometry (Å):
N: 3.00 0.02 -0.46
C: 2.02 0.92 0.08
N: -0.76 1.20 -1.56
H: 1.28 -0.62 1.57
C: -1.62 -0.55 -0.28
H: 3.86 0.24 -0.83
C: -1.05 -0.22 1.09
C: -0.06 2.16 -1.68
H: -1.87 -0.42 1.77
O: 0.32 3.24 -1.90
C: -1.49 0.13 -1.44
H: -2.34 -1.31 -0.18
H: 2.65 -0.93 -0.26
Cl: 2.24 2.74 -0.18
H: -0.43 -1.09 1.47
C: 1.23 0.43 1.04
H: -2.09 -0.11 -2.28
S: -0.24 1.36 1.67

=====

It is ii that is the least stable of them.